<P>
# C9H15NO3

An isolated molecule of C9H15NO3 (ωB97M-V with the def2-TZVPD basis set, the Open Molecules 2025 dataset).

Last column: Löwdin charge in e.
Atoms and positions in Å:
O: 3.66 -0.74 -0.21  -0.093
O: 0.93 -1.35 -0.92  -0.016
O: 2.83 1.41 0.54  -0.156
N: -2.14 1.01 -0.24  0.178
C: -0.96 0.99 -0.45  0.000
C: -3.18 -1.06 0.45  -0.031
C: -4.39 1.15 0.88  -0.068
C: 0.30 1.14 -0.70  -0.022
C: 2.59 0.08 0.09  -0.334
C: 4.12 1.89 0.56  -0.141
C: 3.74 -1.77 0.78  -0.076
C: 1.42 -0.29 -0.51  -0.311
C: -3.38 0.39 0.00  -0.455
H: 4.66 -2.32 0.74  0.074
H: 4.89 1.52 -0.17  0.086
H: -2.92 -1.73 -0.40  0.103
H: 0.89 1.94 -0.43  0.098
H: -3.97 1.33 1.88  0.083
H: 3.49 -1.38 1.77  0.102
H: -4.01 -1.28 1.20  0.101
H: 3.05 -2.57 0.53  0.083
H: -3.79 0.59 -1.07  0.170
H: 0.26 1.13 -1.77  0.136
H: 3.99 3.06 0.35  0.121
H: -5.33 0.59 1.02  0.077
H: -4.70 2.11 0.28  0.111
H: 4.56 1.65 1.63  0.113
H: -2.40 -0.95 1.17  0.068

2S+1   1
HOMO energy   -6.36 eV
HOMO-LUMO gap   6.538 eV
Net charge   0

***

<Q>
# C9H15NO3

An isolated molecule of C9H15NO3 (ωB97M-V with the def2-TZVPD basis set, the Open Molecules 2025 dataset).

Last column: Löwdin charge in e.
Atoms and positions in Å:
O: 0.87 2.51 0.51  -0.027
O: -0.03 0.55 1.28  0.074
O: 1.71 0.55 -0.25  0.190
N: 1.31 -1.69 -0.14  0.146
C: -2.62 0.83 -0.23  -0.116
C: 2.05 -0.69 -0.43  -0.401
C: 0.84 1.12 0.50  -0.406
C: -1.38 0.05 -0.62  -0.142
C: 3.37 -0.85 -1.21  0.003
C: 0.24 -1.66 0.58  -0.339
C: -0.31 -3.05 0.82  -0.068
C: -0.30 3.30 0.36  -0.040
C: -0.74 -0.60 0.66  -0.211
H: 0.47 -3.65 0.51  0.035
H: -1.09 2.68 0.87  0.085
H: -1.45 -0.93 1.41  0.150
H: 3.39 -1.71 -1.84  0.054
H: 4.28 -0.92 -0.41  0.128
H: -0.53 0.67 -1.06  0.135
H: -3.17 1.64 -0.91  0.113
H: -1.23 -3.43 0.18  0.104
H: -1.71 -0.71 -1.28  0.103
H: 3.47 0.03 -1.75  0.035
H: -0.17 4.35 0.67  0.109
H: -0.74 -3.17 1.85  0.081
H: -0.58 3.26 -0.68  0.081
H: -3.58 0.17 -0.02  0.117
H: -2.36 1.37 0.62  0.007

2S+1   1
HOMO energy (alpha / beta)   -6.06 / -6.29 eV
HOMO-LUMO gap (alpha / beta)   6.573 / 7.031 eV
Net charge   0

***

The calculated energies rank the structures as follows, beginning with the most stable: <Q>, <P>.